*one*
{"formula": "C5H11B", "method": "the ωB97M-V functional and the def2-TZVPD basis", "total_charge": 0, "homo_ha": -0.287, "lumo_ev": 0.54, "elements": ["H", "C", "H", "C", "C", "B", "H", "H", "C", "H", "C", "H", "H", "H", "H", "H", "H"], "coordinates": [[3.656, -0.995, -0.421], [2.067, -0.137, 0.662], [-1.599, -0.366, -1.251], [0.259, 1.571, -0.072], [2.600, -0.726, -0.387], [0.472, 0.198, 0.635], [-3.090, -1.272, -0.636], [-1.550, -2.007, -0.606], [-1.889, -0.227, 0.857], [2.002, -1.055, -1.230], [-2.044, -0.983, -0.453], [2.644, 0.161, 1.508], [1.079, 2.347, -0.080], [-1.894, -0.696, 1.838], [-2.257, 0.804, 0.686], [0.236, 1.223, -1.066], [-0.693, 2.161, 0.017]]}

---

*two*
{"formula": "C5H11B", "method": "the ωB97M-V functional and the def2-TZVPD basis", "total_charge": 0, "homo_ha": -0.351, "lumo_ev": -0.90, "elements": ["B", "H", "H", "H", "H", "H", "H", "C", "C", "C", "C", "H", "C", "H", "H", "H", "H"], "coordinates": [[-0.510, -0.180, -0.203], [0.282, 2.058, -0.384], [-2.729, 0.118, -0.656], [3.700, 0.488, 0.425], [0.405, -2.181, 0.456], [-0.064, -0.311, -1.432], [-1.439, 1.913, -0.087], [-0.474, 1.429, 0.161], [2.687, 0.210, 0.022], [1.788, -0.562, 0.692], [0.521, -1.066, 0.297], [-0.277, 1.355, 1.245], [-2.018, -0.775, -0.429], [-2.347, -1.300, 0.555], [2.536, 0.344, -1.030], [1.856, -1.061, 1.658], [-2.083, -1.448, -1.252]]}

---

Most stable structure, least stable structure: *two*, *one*.

---

*one*
{"formula": "C4H6O", "method": "the ωB97M-V functional and the def2-TZVPD basis", "total_charge": 0, "homo_ha": -0.317, "lumo_ev": 1.02, "elements": ["C", "H", "H", "O", "H", "H", "H", "C", "C", "H", "C"], "coordinates": [[-0.414, -1.152, -0.780], [1.107, 1.058, -1.044], [-0.651, 1.392, 1.510], [-0.526, -2.443, -0.601], [-1.248, 1.348, -0.222], [1.727, 1.101, 0.680], [-0.816, -1.968, -1.634], [0.903, 0.879, 0.007], [0.079, -0.354, 0.343], [0.325, -0.911, 1.249], [-0.486, 1.050, 0.492]]}

---

*two*
{"formula": "C4H6O", "method": "the ωB97M-V functional and the def2-TZVPD basis", "total_charge": 0, "homo_ha": -0.319, "lumo_ev": 0.92, "elements": ["C", "C", "H", "H", "O", "H", "C", "H", "H", "C", "H"], "coordinates": [[-0.731, -0.850, -0.075], [0.782, -1.176, 0.125], [-0.920, 1.221, -0.974], [-1.357, -1.244, 0.729], [1.362, -0.340, -0.875], [1.047, -0.136, 1.064], [-0.598, 0.685, -0.076], [-1.054, -1.283, -1.027], [1.626, 1.394, 0.251], [0.914, 0.591, 0.059], [-1.070, 1.137, 0.800]]}

---

*three*
{"formula": "C4H6O", "method": "the ωB97M-V functional and the def2-TZVPD basis", "total_charge": 0, "homo_ha": [-0.294, -0.294], "lumo_ev": [0.05, 0.05], "elements": ["H", "C", "C", "O", "H", "H", "C", "H", "H", "C", "H"], "coordinates": [[-1.505, -1.242, 1.606], [-0.179, 0.543, 0.271], [-0.957, -0.684, -0.169], [-1.951, -1.038, 0.772], [3.161, 0.117, -0.403], [-1.494, -0.499, -1.107], [1.143, 0.754, -0.118], [0.522, 1.679, -0.551], [-0.240, -1.501, -0.361], [2.244, 0.576, -0.765], [-0.743, 1.295, 0.826]]}

---

*four*
{"formula": "C4H6O", "method": "the ωB97M-V functional and the def2-TZVPD basis", "smiles": "C=C=C.C=O", "total_charge": 0, "homo_ha": -0.342, "lumo_ev": 0.86, "elements": ["H", "H", "H", "C", "C", "C", "H", "H", "H", "O", "C"], "coordinates": [[0.099, -1.153, -1.896], [-0.653, -2.793, 1.674], [0.256, 2.068, 1.013], [0.490, 2.323, -0.066], [-0.561, -1.409, 0.015], [-0.474, -0.683, -1.082], [0.715, -1.566, 1.557], [-0.922, 0.189, -1.246], [0.393, 3.456, -0.224], [0.899, 1.568, -0.852], [-0.242, -1.999, 1.108]]}

---

Most stable structure, least stable structure: *four*, *three*.

---

*one*
{"formula": "C4H6O", "method": "the ωB97M-V functional and the def2-TZVPD basis", "total_charge": 0, "homo_ha": [-0.322, -0.313], "lumo_ev": [-0.32, -0.82], "elements": ["H", "H", "C", "H", "H", "H", "C", "C", "C", "H", "O"], "coordinates": [[-0.793, 1.722, -0.060], [-1.690, -0.375, 0.953], [1.503, -0.104, -0.076], [1.129, 0.028, -1.120], [-0.807, 0.806, -1.656], [0.537, -0.623, 1.835], [0.395, -0.422, 0.765], [-0.782, 0.765, -0.559], [-0.964, -0.493, 0.147], [-1.198, -1.368, -0.458], [2.672, 0.062, 0.230]]}

---

*two*
{"formula": "C4H6O", "method": "the ωB97M-V functional and the def2-TZVPD basis", "smiles": "C=CC(=C)O", "total_charge": 0, "homo_ha": -0.321, "lumo_ev": 0.86, "elements": ["H", "H", "H", "C", "C", "C", "O", "H", "C", "H", "H"], "coordinates": [[1.308, -1.045, 1.967], [-0.187, 0.403, -2.322], [1.941, -1.175, -0.207], [0.467, -0.399, 1.688], [-0.741, 0.486, -0.250], [0.348, -0.308, 0.357], [1.196, -0.733, -0.619], [-1.784, 1.176, -1.952], [-0.892, 0.721, -1.551], [-0.132, 0.092, 2.430], [-1.524, 0.782, 0.458]]}

---

Most stable structure, least stable structure: *two*, *one*.

---

*one*
{"formula": "C4H6O", "method": "the ωB97M-V functional and the def2-TZVPD basis", "total_charge": 0, "homo_ha": -0.299, "lumo_ev": 0.21, "elements": ["H", "C", "H", "H", "H", "C", "C", "C", "H", "H", "O"], "coordinates": [[1.560, -0.289, -0.885], [-0.389, -0.996, 0.453], [1.635, -0.037, 0.973], [-0.457, -1.988, 0.880], [0.879, -0.955, -0.649], [0.807, -0.120, 0.258], [-1.294, 0.001, -0.026], [-0.125, 1.021, -0.187], [0.068, 1.430, -1.182], [-0.148, 1.836, 0.544], [-2.485, 0.116, -0.229]]}

---

*two*
{"formula": "C4H6O", "method": "the ωB97M-V functional and the def2-TZVPD basis", "total_charge": 0, "homo_ha": -0.309, "lumo_ev": 0.51, "elements": ["H", "O", "C", "H", "C", "H", "H", "H", "C", "C", "H"], "coordinates": [[1.362, -0.032, -0.992], [-2.545, 0.004, 0.246], [-0.335, -0.075, 0.301], [-1.726, 1.509, -0.951], [-1.548, -0.681, -0.411], [-0.699, -0.079, 2.208], [1.604, 0.818, 0.597], [-1.802, -1.141, -1.370], [-1.515, 0.748, -0.284], [1.138, 0.003, 0.117], [1.483, -0.928, 0.559]]}

---

*three*
{"formula": "C4H6O", "method": "the ωB97M-V functional and the def2-TZVPD basis", "total_charge": 0, "homo_ha": -0.348, "lumo_ev": 1.20, "elements": ["C", "C", "O", "H", "H", "H", "H", "H", "H", "C", "C"], "coordinates": [[-1.178, -0.470, -0.161], [-0.457, 0.807, -0.356], [0.688, 0.465, -1.168], [-0.090, 0.013, 1.820], [-0.840, 1.826, -0.318], [2.041, 0.485, 0.381], [1.732, -1.181, -0.202], [-2.177, -0.496, 0.265], [-0.989, -1.153, -0.982], [1.284, -0.193, -0.024], [-0.013, -0.104, 0.746]]}

---

Most stable structure, least stable structure: *three*, *two*.

---

*one*
{"formula": "C5H9N2", "method": "the ωB97M-V functional and the def2-TZVPD basis", "total_charge": 1, "homo_ha": [-0.510, -0.507], "lumo_ev": [-5.63, -5.84], "elements": ["H", "H", "C", "C", "H", "H", "N", "C", "N", "H", "H", "H", "H", "C", "H", "C"], "coordinates": [[-1.487, -3.317, 0.868], [1.857, 1.482, 0.088], [-1.833, -2.364, 0.486], [0.747, 1.543, 0.215], [-2.847, -2.089, 0.100], [-0.353, -0.188, -2.346], [-0.949, -1.466, 0.444], [0.555, 1.176, 1.673], [0.181, 0.466, -0.483], [1.519, 0.679, 1.998], [1.046, -0.823, -1.719], [-0.049, 1.681, 2.434], [0.475, 2.553, -0.072], [-0.548, -0.294, 0.334], [1.147, 0.917, -2.209], [0.538, 0.045, -1.810]]}

---

*two*
{"formula": "C5H9N2", "method": "the ωB97M-V functional and the def2-TZVPD basis", "smiles": "CC1=NCC[NH+]=C1", "total_charge": 1, "homo_ha": -0.524, "lumo_ev": -5.50, "elements": ["H", "H", "H", "H", "C", "N", "H", "H", "C", "H", "H", "N", "C", "C", "H", "C"], "coordinates": [[1.925, -0.779, -2.308], [-1.496, 0.034, 2.487], [-1.657, -0.920, 0.997], [1.115, -0.082, 1.883], [0.338, -0.812, 1.462], [0.660, -0.982, -0.022], [0.211, -0.736, -3.003], [0.348, -1.778, 2.115], [-1.029, -0.163, 1.526], [-0.401, 2.123, -0.803], [1.141, 0.650, -2.878], [-0.856, 1.047, 0.778], [-0.453, 1.136, -0.446], [0.373, -0.194, -0.937], [-1.203, 1.807, 1.468], [0.984, -0.351, -2.319]]}

---

Most stable structure, least stable structure: *two*, *one*.

---

*one*
{"formula": "C5H9N2", "method": "the ωB97M-V functional and the def2-TZVPD basis", "total_charge": 1, "homo_ha": -0.529, "lumo_ev": -4.03, "elements": ["C", "C", "H", "C", "H", "H", "H", "C", "H", "H", "H", "C", "H", "H", "N", "N"], "coordinates": [[0.927, -0.121, 1.020], [1.704, 0.939, 0.540], [1.352, 1.823, 0.096], [-2.402, 0.334, -0.298], [1.707, -0.489, -2.257], [0.783, -1.858, -1.342], [2.818, 1.203, 0.875], [1.581, -1.081, -1.321], [-2.943, -0.319, -0.861], [-3.176, 0.457, 2.043], [2.526, -1.698, -1.141], [-2.645, 0.429, 1.108], [0.130, -0.468, 1.641], [-2.166, 1.281, -0.806], [-1.542, -0.072, 0.794], [1.347, -0.361, -0.091]]}

---

*two*
{"formula": "C5H9N2", "method": "the ωB97M-V functional and the def2-TZVPD basis", "total_charge": 1, "homo_ha": -0.533, "lumo_ev": -3.88, "elements": ["C", "N", "H", "C", "H", "H", "C", "H", "C", "H", "H", "H", "H", "N", "H", "C"], "coordinates": [[-0.560, 1.493, -0.164], [0.680, -2.080, 0.833], [1.899, -3.528, -0.182], [-0.886, 2.057, 0.982], [-0.990, -1.129, 0.389], [1.576, 0.115, 0.088], [1.477, -3.030, 0.701], [-1.784, 2.598, 1.058], [0.075, -1.043, 0.346], [-0.885, 2.494, -1.988], [-1.823, 1.101, -1.839], [-0.005, 0.994, -2.178], [-0.233, 1.837, 1.844], [0.631, 0.089, 0.112], [1.694, -3.502, 1.580], [-0.865, 1.534, -1.582]]}

---

*three*
{"formula": "C5H9N2", "method": "the ωB97M-V functional and the def2-TZVPD basis", "smiles": "CC=[N+]=C/C=N/C", "total_charge": 1, "homo_ha": -0.534, "lumo_ev": -5.27, "elements": ["C", "H", "H", "H", "C", "H", "H", "H", "C", "C", "H", "N", "C", "N", "H", "H"], "coordinates": [[-0.763, 2.633, -0.647], [-0.235, 3.408, 0.096], [-1.305, -1.820, 1.692], [0.292, 1.205, -2.394], [0.942, -0.556, -1.165], [-0.530, 2.849, -1.669], [-0.480, -3.033, 0.698], [1.602, -0.874, -2.030], [0.657, -1.321, 1.246], [-0.327, -2.327, 1.613], [-0.288, -2.935, 2.608], [-0.233, 1.332, -0.402], [0.257, 0.711, -1.480], [0.926, -0.949, 0.032], [-1.799, 2.658, -0.190], [1.285, -0.983, 1.992]]}

---

Most stable structure, least stable structure: *three*, *one*.

---

*one*
{"formula": "C2H2O2S", "method": "the ωB97M-V functional and the def2-TZVPD basis", "total_charge": 0, "homo_ha": -0.303, "lumo_ev": -0.49, "elements": ["H", "O", "C", "C", "O", "H", "S"], "coordinates": [[1.775, 1.334, -0.551], [-0.744, 1.166, 0.127], [0.260, 0.184, 0.029], [-0.440, -1.012, 0.029], [1.480, 0.592, 0.115], [-0.308, -2.033, 0.168], [-2.023, -0.231, 0.083]]}

---

*two*
{"formula": "C2H2O2S", "method": "the ωB97M-V functional and the def2-TZVPD basis", "smiles": "O=C(O)C=S", "total_charge": 0, "homo_ha": -0.341, "lumo_ev": -0.80, "elements": ["C", "C", "S", "H", "O", "O", "H"], "coordinates": [[0.492, 0.243, 0.573], [0.137, 0.123, -0.911], [-0.423, -0.433, 1.718], [-0.261, 0.941, -2.393], [-0.203, 1.266, -1.516], [0.438, -0.892, -1.472], [1.378, 0.811, 0.826]]}

---

Most stable structure, least stable structure: *two*, *one*.

---

*one*
{"formula": "C3H4P2", "method": "the ωB97M-V functional and the def2-TZVPD basis", "smiles": "[H]/P=C\\C1=[PH]=C1", "total_charge": 0, "homo_ha": -0.311, "lumo_ev": -0.81, "elements": ["C", "H", "C", "H", "H", "C", "P", "P", "H"], "coordinates": [[0.186, 0.160, 0.075], [2.343, 0.551, -0.365], [1.492, 0.080, 0.064], [-2.489, -0.227, 0.435], [-0.151, 0.797, -1.804], [-0.754, 0.418, -0.906], [-2.455, 0.418, -0.748], [0.922, -0.346, 1.724], [0.907, -1.851, 1.525]]}

---

*two*
{"formula": "C3H4P2", "method": "the ωB97M-V functional and the def2-TZVPD basis", "smiles": "[H]/P=C1\\PC1=C", "total_charge": 0, "homo_ha": [-0.318, -0.318], "lumo_ev": [-0.97, -0.97], "elements": ["P", "C", "C", "C", "H", "H", "P", "H", "H"], "coordinates": [[-0.834, -1.547, 0.211], [-1.054, 1.288, 0.233], [0.851, -0.254, 0.114], [-0.401, 0.158, 0.428], [-1.294, -1.420, -1.084], [-0.521, 2.186, -0.038], [2.552, -0.108, 0.298], [2.898, -1.535, -0.257], [-2.197, 1.232, 0.094]]}

---

*three*
{"formula": "C3H4P2", "method": "the ωB97M-V functional and the def2-TZVPD basis", "total_charge": 0, "homo_ha": -0.317, "lumo_ev": -0.78, "elements": ["H", "H", "C", "H", "P", "C", "P", "H", "C"], "coordinates": [[1.586, 1.017, 0.797], [1.901, -0.649, 1.449], [1.325, 0.055, 0.859], [-0.828, 1.473, -0.689], [-2.207, -0.554, -0.569], [0.245, -0.303, 0.169], [-0.894, -1.694, 0.591], [-0.506, 0.214, -1.787], [-0.622, 0.440, -0.818]]}

---

*four*
{"formula": "C3H4P2", "method": "the ωB97M-V functional and the def2-TZVPD basis", "smiles": "P1[C@@H]2[C@H]3PC123", "total_charge": 0, "homo_ha": -0.314, "lumo_ev": 0.37, "elements": ["P", "P", "C", "C", "H", "H", "H", "C", "H"], "coordinates": [[-1.879, -0.326, -0.094], [1.697, -0.350, 0.178], [-0.533, 0.643, 0.594], [0.470, 0.679, -0.580], [0.308, 1.132, -1.533], [-2.085, -0.919, 1.219], [2.455, -0.875, -1.074], [-0.118, -0.667, -0.337], [-0.316, 0.683, 1.627]]}

---

Most stable structure, least stable structure: *three*, *four*.